Formula: C14H11MgN2O5S3
Source: OMol25
Level of theory: the ωB97M-V functional and the def2-TZVPD basis

```
36
Properties=species:S:1:pos:R:3:lowdin_charge:R:1
H -2.73 -4.62 -0.04 0.1036
C -4.12 -1.58 -0.53 -0.0307
H -1.44 1.01 0.61 0.0030
O -1.76 1.28 -0.28 -0.1088
O -0.92 2.09 3.49 0.0539
N 0.99 1.91 0.57 0.1421
H 2.88 4.41 -0.61 0.1174
H -3.70 1.03 0.38 0.1337
H -0.77 -3.14 0.35 0.0661
H 0.27 4.27 2.82 0.1204
H -4.93 -3.57 -0.61 0.1002
Mg 0.13 0.01 -0.01 0.4063
H 3.50 1.68 -2.78 0.1363
H 1.83 5.58 1.35 0.1083
C 0.47 2.51 1.63 -0.1442
C -4.05 -2.96 -0.43 -0.0721
H -5.05 -1.08 -0.78 0.1104
C 1.61 4.54 1.13 -0.0353
N -1.81 -1.40 0.01 0.0531
C 0.74 3.83 1.95 0.0265
O -0.64 0.46 1.95 -0.0855
C 2.38 1.76 -1.29 -0.4522
S 0.01 -0.94 -2.44 0.4410
O 3.24 2.36 -2.13 0.1253
S 1.30 -3.59 -2.62 0.3056
O 2.07 0.60 -1.39 -0.0297
H -3.44 0.96 -1.37 0.1312
C -1.74 -2.72 0.10 -0.1235
S 1.53 -2.03 -0.11 0.4242
C -2.84 -3.54 -0.11 -0.0469
C -3.03 0.67 -0.41 -0.1700
C 2.18 3.91 0.04 0.0176
C -2.97 -0.84 -0.31 -0.2554
C 0.94 -2.21 -1.74 -1.8361
C 1.85 2.59 -0.21 -0.1473
C -0.46 1.62 2.46 -0.5885
```

**Relative energy (zero: lowest compared OMol25 entry of this formula, charge and spin)**: 49.4 kJ/mol
**Total charge**: -1
**LUMO energy**: 1.83 eV
**E**: -65870.9926 eV
**Highest occupied orbital energy**: -3.2 eV
**Orbital gap**: 4.990 eV


Formula: C54H57BrGeN13O3Tl
Source: OMol25
Level of theory: the ωB97M-V functional and the def2-TZVPD basis

```
130
Properties=species:S:1:pos:R:3:lowdin_charge:R:1
C 3.46 7.65 1.12 -0.1221
H 2.41 3.90 4.70 0.1330
C -5.52 -0.23 -1.05 -0.2923
C -4.00 -3.67 5.84 -0.0391
H -6.23 0.56 -1.32 -0.0224
H 0.02 6.10 -4.37 0.1019
H -2.96 -4.76 -6.45 0.0898
H -1.99 0.31 -3.84 0.0881
H 3.05 3.04 8.40 0.1285
N 0.25 -2.61 -1.73 0.0046
H -5.22 -0.73 -1.98 -0.0328
C -0.82 -5.18 -3.86 -0.0615
C -1.44 -5.41 -5.08 -0.1087
H 0.01 2.72 0.24 -0.0141
C -3.05 0.14 7.40 -0.2691
C -2.26 -3.31 -3.47 -0.0343
O -1.89 0.82 7.16 0.1479
H -2.81 -4.42 3.73 0.1155
Br -1.70 4.89 -6.46 0.6802
H -5.02 -1.41 8.15 0.1084
H 3.21 4.52 7.44 0.1225
H 5.22 -0.28 -3.36 0.0626
C -2.35 -1.71 1.25 -0.4444
C 1.19 3.84 7.68 -0.2007
H 3.17 9.07 -1.97 0.1003
C 2.82 6.44 0.92 -0.0238
C -0.18 2.32 -3.61 -0.2129
C 1.38 5.44 -2.20 -0.2447
C 2.41 7.13 -1.39 -0.2372
H -1.73 -1.18 5.42 0.1218
N -2.20 1.36 0.66 -0.2701
C -5.03 0.96 1.60 -0.2321
H -5.68 0.08 1.74 -0.0146
C 2.67 3.57 7.52 -0.0948
C -0.59 5.37 8.19 -0.0702
C 0.26 2.80 7.61 0.0471
C -2.08 2.00 7.82 -0.2794
H -3.81 3.20 2.18 0.0441
H -2.55 4.52 8.38 0.1137
H -0.67 0.08 -5.03 0.1018
C -0.93 0.09 -3.97 -0.0522
N 2.40 -0.50 -1.64 -0.0473
H -0.48 4.29 0.97 0.0671
H 0.16 -4.71 -1.51 0.1063
H -0.02 -5.84 -3.55 0.1009
N -3.85 0.85 8.14 0.0998
H -6.06 -0.96 -0.44 -0.0288
C 3.56 0.09 -1.91 -0.2401
O 1.41 2.63 -1.85 0.0071
C 3.59 8.58 0.09 -0.1274
C 3.07 8.34 -1.17 -0.0351
C -2.18 -3.63 4.14 -0.1003
O -0.14 1.02 -3.25 -0.1504
C -2.48 -4.59 -5.50 -0.1147
H -1.13 -6.24 -5.70 0.0905
Ge -3.83 0.61 -0.02 0.6679
H -2.77 4.57 1.75 0.0628
C 4.26 -0.56 -2.94 -0.1506
H -2.11 1.94 3.32 0.0551
H 3.67 -2.37 -4.08 0.0766
H 4.15 0.15 5.08 0.0992
C -2.96 -1.26 0.01 -0.2320
H -2.18 -1.13 -0.73 -0.0132
H -3.69 -2.00 -0.33 0.0604
C -4.75 -3.11 6.86 -0.0776
N 1.65 5.13 -0.89 0.1917
H 1.43 4.24 -0.47 0.1269
H -5.60 -3.65 7.25 0.1023
H 3.89 0.95 -1.35 0.0873
N -2.86 -2.59 2.08 0.1520
C 2.85 2.99 5.09 -0.1466
C 2.32 6.19 -0.35 -0.1829
C -1.09 3.05 7.86 -0.1283
Tl -0.06 0.19 -0.32 0.8936
C -2.88 -3.54 -4.68 -0.0850
N 1.80 6.64 -2.52 0.1663
H 4.10 9.52 0.28 0.0857
H -1.54 2.21 -5.27 0.1020
N 3.02 2.75 6.39 -0.1531
N -1.10 -1.31 1.63 0.0403
H -5.67 1.83 1.45 -0.0077
C -2.92 -2.98 5.31 -0.1767
C -1.33 2.36 2.68 -0.0891
H -0.91 6.39 8.40 0.1046
H -0.52 1.63 2.61 0.0494
H -2.51 2.07 -1.84 -0.0306
H -3.63 3.68 0.47 0.0633
H -1.24 -3.80 -0.93 0.1044
H -2.59 -2.50 -2.84 0.1064
C -4.43 -1.87 7.36 -0.0332
C 0.63 3.16 -2.83 -0.1777
H 1.50 1.66 -1.97 0.0395
H -4.20 2.60 -1.76 -0.0108
C -1.21 -4.13 -3.04 -0.2115
C -0.51 -3.86 -1.73 -0.1959
C 2.33 -1.59 -2.48 -0.3587
H -1.24 -4.07 4.49 0.1286
C -0.91 2.84 -4.67 -0.0483
N 3.57 1.53 6.56 0.0851
C -0.79 4.19 -4.94 -0.6725
H -3.78 1.12 -2.65 -0.0244
C -3.11 3.58 1.43 -0.0818
H 0.04 -1.90 3.33 0.1275
H -4.27 -4.63 5.43 0.1105
H 1.56 -3.49 -3.06 0.1199
H 0.58 1.79 7.38 0.1294
H 1.47 5.95 7.97 0.1086
N 3.29 1.98 4.38 0.0866
N -3.25 2.03 8.38 0.1012
C -0.05 5.05 -4.17 -0.0827
C -1.50 4.35 8.18 -0.0189
H -1.26 3.69 -0.52 0.0764
C -3.33 -1.17 6.86 -0.1323
H -4.44 1.10 2.51 -0.0202
H 2.72 5.71 1.72 0.1035
C -0.84 3.38 0.44 -0.1124
H -3.69 -2.89 -5.00 0.1013
C 1.32 -2.61 -2.43 -0.1587
H -0.95 3.29 3.15 0.0536
C -3.54 1.73 -1.77 -0.2165
H 3.87 7.89 2.10 0.0875
C -1.91 2.62 1.26 -0.7822
H -0.69 -0.88 -3.54 0.0676
C -2.57 -1.74 5.83 0.0571
N -1.91 -2.76 3.03 -0.1462
C 3.47 -1.64 -3.30 -0.1118
C 0.76 5.13 7.94 -0.0416
C 3.72 1.10 5.32 -0.2287
C -0.86 -1.96 2.74 -0.1377
C 0.65 4.53 -3.06 -0.0699
```

**Relative energy (zero: lowest compared OMol25 entry of this formula, charge and spin)**: 189.9 kJ/mol
**Total charge**: -2
**LUMO energy**: 2.94 eV
**E**: -213686.7692 eV
**Highest occupied orbital energy**: 0.0 eV
**Orbital gap**: 2.964 eV